The following is a DFT calculation (ωB97M-V/def2-TZVPD) of 11 unconnected molecules or ions with the total composition C44H70O22.

Structure (XYZ):
```
136
Properties=species:S:1:pos:R:3:forces:R:3
C 2.2599 -0.1578 -0.8118 -0.3 1.0 -2.3
C 1.7668 0.9149 0.1183 1.2 -0.5 0.8
O 0.5002 0.5145 0.7001 3.3 -0.5 0.9
C -0.5712 0.8930 0.1290 -3.9 1.8 -0.2
C -1.7869 0.5912 0.9724 0.3 -0.2 0.7
O -0.6670 1.6621 -0.7934 0.8 0.1 -1.4
H 3.2827 -0.4463 -0.5695 -0.5 -0.8 0.2
H 2.3864 0.2531 -1.8134 0.1 0.2 -0.2
H 1.4552 -0.8666 -1.0071 0.5 -0.7 0.6
H 2.5503 0.8356 0.8719 -0.8 0.5 1.0
H 1.8321 1.9513 -0.2130 -0.7 -0.2 -0.3
H -2.2524 -0.3879 0.8589 0.3 -0.1 -0.1
H -2.5518 1.3601 0.8638 0.2 -0.1 -0.3
H -1.3344 0.6918 1.9589 -0.7 -0.3 0.5
C 4.3464 0.1571 6.6196 -1.7 -0.4 -0.2
C 4.5697 1.5672 6.1333 0.8 0.0 0.6
O 4.6782 1.4820 4.7087 -0.2 -0.4 -1.0
C 4.8753 2.5147 3.8857 0.5 4.3 0.0
C 4.9918 2.2033 2.3783 -0.4 -1.4 1.2
O 4.9835 3.7012 4.2581 -0.4 -3.0 -0.2
H 4.4518 0.0645 7.7006 0.9 -0.1 -0.1
H 4.8413 -0.5696 5.9753 0.7 0.1 0.6
H 3.3056 -0.1508 6.5196 -0.4 0.3 -0.3
H 3.8168 2.2692 6.4917 -0.1 0.0 -0.5
H 5.5181 1.8709 6.5764 0.2 0.5 -0.4
H 4.9245 3.0340 1.6758 0.1 0.1 0.7
H 4.2012 1.4859 2.1584 -0.1 0.0 -0.2
H 5.9144 1.6404 2.2367 0.1 0.1 -0.1
O -1.8882 -2.8023 3.1402 2.3 1.8 0.0
C -0.8206 -2.1751 3.2218 -2.7 -2.3 2.5
C -0.2338 -1.4847 4.4802 0.2 0.7 -2.2
C 1.0681 -0.9719 3.8507 2.0 0.5 2.6
C 1.3425 -1.6935 2.5757 -0.3 0.6 0.0
O 0.0272 -2.1242 2.2413 0.5 -0.5 -3.1
H -0.9094 -0.6487 4.6615 0.0 -0.1 0.6
H -0.0218 -2.1122 5.3458 -0.6 -0.1 -0.2
H 1.1667 0.1085 3.7453 -0.7 0.0 -0.3
H 1.9015 -1.1787 4.5221 0.1 0.0 0.3
H 1.7831 -0.9643 1.8958 -0.6 -0.4 -0.5
H 2.0110 -2.5545 2.5701 -0.2 -0.2 0.5
O -2.0250 1.7035 4.6134 -2.6 0.4 0.7
C -3.0423 2.3395 4.9282 4.0 -1.6 1.0
C -3.9356 2.2446 6.1661 0.6 -1.1 -1.2
C -4.5207 3.6061 6.2655 0.0 0.4 0.7
C -4.3882 4.1389 4.8555 -0.8 -0.2 0.0
O -3.2869 3.4633 4.3266 0.9 0.7 -1.8
H -4.7556 1.5776 5.8999 0.3 -0.7 0.5
H -3.3550 1.9832 7.0508 -0.2 -0.6 -0.3
H -5.5310 3.3989 6.6182 -0.1 1.2 0.2
H -3.8733 4.1815 6.9271 -0.6 0.3 0.3
H -5.2073 3.7471 4.2524 -0.6 1.0 -0.1
H -4.1145 5.1892 4.7554 -0.8 0.0 0.0
O -5.4945 4.7588 -1.1204 1.7 -1.8 -2.1
C -4.7019 4.2343 -1.9420 -5.4 1.7 1.5
C -5.0011 3.1863 -3.0261 1.5 -1.0 1.7
C -3.5494 2.5994 -2.9665 -1.0 -1.8 -1.5
C -2.6412 3.7427 -2.6289 1.4 -2.4 -0.6
O -3.4906 4.6492 -1.9902 2.7 1.5 0.5
H -5.6531 2.4141 -2.6179 -0.3 0.3 -0.1
H -5.4217 3.5579 -3.9605 0.4 0.3 0.1
H -3.5406 1.8066 -2.2185 -0.1 0.5 0.7
H -3.2181 1.9704 -3.7928 -0.1 0.6 -0.7
H -1.8779 3.2887 -1.9970 -0.1 0.7 0.9
H -2.0282 4.0492 -3.4765 -0.8 1.2 -0.2
O -0.2251 -4.1537 -2.7056 0.3 -0.5 3.6
C -0.0879 -4.4503 -1.5020 -1.8 -0.3 -4.1
C 1.0377 -4.1386 -0.5854 1.0 1.6 -1.7
C 0.8933 -5.1377 0.4429 -0.6 -1.5 2.7
C -0.6443 -5.5063 0.4499 1.4 1.8 1.3
O -1.0427 -5.2561 -0.8755 1.2 0.6 -1.8
H 2.0311 -4.1567 -1.0338 -0.2 -0.7 -0.8
H 1.0939 -3.0771 -0.3443 -1.1 0.1 0.7
H 1.5242 -5.9910 0.1942 -0.2 -0.2 0.1
H 1.2465 -4.7362 1.3928 -0.2 -0.4 0.3
H -0.9070 -6.4717 0.8825 0.0 -0.1 -0.7
H -1.1612 -4.7291 1.0128 0.0 -0.2 0.6
O -4.3986 -5.5396 0.9021 -1.5 4.0 -1.1
C -4.7324 -4.3859 0.5056 1.6 -4.5 1.2
C -4.1846 -3.0517 1.0231 -0.5 -1.9 -1.5
C -4.1886 -2.3283 -0.3351 -0.3 2.0 1.0
C -5.4491 -2.8754 -0.9669 -0.8 0.3 -0.7
O -5.4768 -4.2365 -0.6100 0.4 -1.2 0.8
H -4.9347 -2.6253 1.6891 0.3 0.1 0.3
H -3.2431 -3.3441 1.4881 -0.2 0.8 0.2
H -4.3501 -1.2670 -0.1461 0.2 0.1 -0.3
H -3.2662 -2.3991 -0.9116 -0.2 -0.5 -0.1
H -6.3816 -2.4683 -0.5760 0.2 0.7 0.4
H -5.5983 -2.8152 -2.0449 0.6 0.1 -0.1
O 3.3134 -1.5250 -5.0534 -5.0 2.5 -1.4
C 2.1861 -0.9419 -5.3029 4.2 -2.6 2.2
C 0.8146 -1.2939 -4.7927 -0.1 -1.0 0.0
C -0.0849 -0.2255 -5.3933 -1.4 0.5 2.8
C 0.8102 0.7728 -6.0463 -0.2 -1.0 -2.2
O 2.1305 0.2043 -5.9529 0.8 1.2 -0.3
H 0.5231 -2.3325 -4.9486 0.2 0.0 -0.8
H 0.8031 -1.3608 -3.7048 0.3 0.7 0.2
H -1.0097 -0.5527 -5.8685 0.6 -0.2 -0.7
H -0.4657 0.3620 -4.5579 -0.4 -0.3 0.4
H 0.5723 0.7698 -7.1100 0.3 0.5 -0.2
H 0.6891 1.7858 -5.6627 0.8 -0.2 0.2
O -5.8041 0.2238 -1.1013 -0.9 0.7 1.5
C -6.1500 0.9709 -0.1814 0.6 -1.9 -4.2
C -7.5458 1.4619 0.0649 0.1 0.1 0.2
C -7.3113 2.7524 0.8137 1.1 0.0 1.0
C -5.8419 2.5244 1.3929 -1.3 0.8 -0.8
O -5.2179 1.5494 0.5283 -0.2 0.8 1.5
H -8.0901 1.6099 -0.8678 0.2 -0.4 0.0
H -8.0420 0.7067 0.6744 -0.2 0.0 0.0
H -7.3005 3.6357 0.1750 0.0 -0.2 -0.1
H -8.0196 2.8923 1.6303 0.1 0.1 -0.1
H -5.2778 3.4420 1.2260 0.1 -0.1 0.8
H -5.9170 2.1216 2.4029 0.5 0.2 0.1
O 4.6274 2.0175 -1.1119 0.1 0.0 -2.8
C 4.7990 2.0172 -2.3391 -0.1 0.9 2.0
C 5.0303 3.2158 -3.2576 1.4 0.2 -0.4
C 5.7278 2.6366 -4.5600 -0.7 -0.6 1.9
C 5.4194 1.1203 -4.3981 -1.3 0.8 -0.3
O 4.8202 0.9164 -3.0681 0.7 -0.7 -0.5
H 4.1089 3.7725 -3.4283 -0.1 -0.3 -0.1
H 5.7104 3.9193 -2.7773 -0.1 0.0 0.2
H 5.3023 3.0633 -5.4682 0.3 -0.2 0.1
H 6.8125 2.7319 -4.5104 -0.2 0.6 -0.1
H 4.6330 0.9014 -5.1203 0.2 -0.7 0.1
H 6.2888 0.4681 -4.4806 -0.2 0.0 0.0
O 8.7998 -3.4093 -2.4055 -4.6 -0.9 -1.9
C 7.5856 -3.4606 -2.8077 6.1 2.1 2.6
C 7.0961 -3.6953 -4.2102 -1.2 -0.9 0.9
C 5.6689 -3.1107 -4.1079 0.2 1.7 0.1
C 5.4106 -3.0023 -2.5858 -1.5 -1.3 -0.4
O 6.6405 -3.0719 -1.9210 1.1 -0.4 -0.9
H 7.7206 -3.2844 -5.0034 0.0 0.1 0.4
H 7.1529 -4.7818 -4.2760 -0.3 -0.2 -0.4
H 5.7646 -2.1075 -4.5233 -0.2 0.2 0.1
H 4.7851 -3.4891 -4.6216 0.5 -0.6 0.0
H 4.8392 -2.1741 -2.1668 0.1 0.3 -0.6
H 4.8763 -3.9134 -2.3166 -0.4 -0.1 0.2
```
Forces are in eV/Å.

Results
Spin multiplicity = 1
LUMO = 0.2 eV
Structure (SMILES) = CCOC(C)=O.CCOC(C)=O.O=C1CCCO1.O=C1CCCO1.O=C1CCCO1.O=C1CCCO1.O=C1CCCO1.O=C1CCCO1.O=C1CCCO1.O=C1CCCO1.O=C1CCCO1
Orbital gap = 0.34700 hartree
E = -3373.77124 Ha
Energy relative to the best compared isomer or geometry (same formula, charge and spin) = 57.7 kJ/mol